No. 1
16
Properties=species:S:1:pos:R:3:forces:R:3:mulliken_charge:R:1 method="wB97M-V/def2-TZVPD" orbital_gap_ev=10.909 relative_energy_kj_mol=329.5 energy_ha=-362.96005 e_homo_ev=-9.9 mol_weight_g_mol=103.12 lumo_ev=0.9675
O -0.974183 1.878107 -0.464478 0.60 -0.56 -0.01 -0.338
O -1.356414 -0.101232 0.594242 0.11 0.51 -0.27 -0.547
N 0.738997 0.323881 -0.237643 0.97 -2.83 1.88 -0.365
C 1.225626 -1.341093 0.138986 -0.76 0.45 0.60 -0.514
C 0.500757 -2.401833 -0.696735 -0.22 0.32 0.12 -0.923
C -0.615707 0.614814 -0.038835 0.30 -0.60 0.27 0.682
C -1.223458 2.823626 0.590445 0.01 -0.04 0.12 -0.652
H 0.718313 -3.416483 -0.322096 0.03 0.45 0.07 0.316
H -1.376068 3.806801 0.130037 0.05 -0.41 -0.04 0.221
H -2.108748 2.560814 1.179423 0.15 -0.10 -0.17 0.283
H -0.570503 -2.231216 -0.610173 -0.06 -0.15 -0.09 0.311
H 1.001802 -1.384170 1.186217 -0.19 -0.31 0.43 0.326
H 2.330314 -1.484186 0.004665 -0.86 1.07 0.00 0.323
H -0.345507 2.873199 1.244449 -0.14 0.02 -0.05 0.310
H 0.780494 -2.408382 -1.761262 0.00 0.25 0.33 0.307
H 1.274285 -0.112648 -0.937241 0.00 1.93 -3.18 0.260

***

No. 2
74
Properties=species:S:1:pos:R:3:forces:R:3:mulliken_charge:R:1 method="wB97M-V/def2-TZVPD" total_charge=-1 orbital_gap_ev=5.175 energy_ha=-2038.51282 e_homo_ev=-4.2 mol_weight_g_mol=554.53 lumo_ev=0.9407
O -1.217765 -1.884211 1.781801 -5.04 0.33 -1.22 -0.349
O -2.793245 -4.678881 -0.450709 -0.59 -0.64 0.31 -0.615
O -0.552445 1.463609 0.335691 0.17 7.10 -5.72 -0.529
O -2.434515 -1.336871 -3.816369 -0.50 -0.77 0.00 -0.674
O 2.750675 3.045149 0.278641 -1.01 0.23 -1.30 -0.548
O 0.751785 -2.722511 1.444791 5.72 -1.34 0.45 -0.836
O 0.190225 1.160709 2.447201 11.06 6.02 -2.54 -0.832
O -1.648485 0.068459 0.993881 -6.05 0.21 2.79 0.021
O -2.934745 3.796639 -4.008989 1.33 0.07 1.37 -0.689
O -2.720695 0.338569 -0.693089 -3.56 4.59 -9.38 -0.560
O 0.368475 -0.954181 3.001771 1.05 0.61 3.16 -0.501
O -0.372125 -0.291031 -2.324719 -1.53 -0.15 -1.91 -0.989
O -0.413895 4.652589 -3.332859 1.02 -0.92 1.44 -0.596
O -0.234215 -4.215601 0.329141 -5.29 -2.94 -6.09 -0.774
N 0.251365 -0.586031 0.682311 2.09 0.55 1.98 -0.489
N -1.528625 0.494059 3.036931 -10.69 -2.28 9.01 -0.510
N 1.527665 -0.299501 -0.882189 7.68 2.86 -7.70 0.747
C 2.208295 0.344099 3.422301 1.13 1.26 1.22 -1.852
C -2.814145 2.048739 -2.390589 -1.07 0.43 -0.83 -0.969
C -1.927565 -2.007311 -2.762019 -2.42 -1.56 0.34 0.223
C 0.820515 0.170069 2.942711 4.13 -2.15 2.44 1.274
C -0.384105 3.119649 -1.464069 0.43 1.45 -1.10 -1.898
C -2.539735 -3.118331 -2.220579 -0.52 0.62 -0.28 -0.810
C -2.347235 3.272259 -3.053529 0.09 -2.52 -0.41 0.445
C -0.183185 -2.292451 -1.094869 0.47 -0.75 -0.85 -1.008
C 2.492415 0.631779 -0.286039 0.00 0.22 -2.06 0.944
C -0.968025 2.028779 -0.707519 -1.56 -1.56 1.53 1.131
C -2.133495 -3.833001 -0.976459 1.31 1.55 -2.14 -0.085
C -3.365515 -1.621911 0.791341 -0.53 0.09 1.18 -2.067
C -0.788805 -3.384921 -0.582729 1.67 -3.05 3.10 0.788
C -1.967205 -1.112031 1.164181 -4.21 -9.80 3.12 1.150
C 3.755745 0.560209 -1.195789 0.01 0.88 1.49 -1.675
C 2.954235 2.859439 1.633781 0.62 -0.67 0.09 -0.462
C -2.270615 1.486549 -1.304529 0.04 -2.01 1.19 0.431
C 1.875465 2.103549 -0.365019 2.78 -0.70 -0.35 -0.798
C -0.773555 -1.433211 -2.085379 1.15 -0.47 1.54 1.320
C 2.005845 -2.816561 0.787701 0.68 -0.28 1.75 -0.612
C -0.922665 3.606809 -2.604779 -1.47 1.96 -0.64 0.252
H 0.421605 -3.773021 0.872851 1.41 2.28 2.35 0.637
H 0.544725 0.038239 1.420101 -0.86 -1.16 -2.51 0.692
H 3.431105 3.783139 1.961611 -0.30 -0.09 0.58 0.396
H 2.648975 0.308009 0.742921 0.34 0.14 -0.04 -0.438
H 0.656435 -0.161671 -0.139849 -1.99 -0.35 0.74 -1.788
H 1.995575 2.414369 -1.402829 0.12 -0.38 -0.35 0.737
H -4.114745 -0.845501 0.636581 0.31 -0.01 -0.93 0.395
H 2.079385 2.499709 2.175401 -0.31 0.90 -0.10 -0.137
H -2.140655 0.331109 0.071831 0.09 0.35 0.96 1.081
H -0.754565 -0.505991 0.639941 5.65 -0.48 -1.31 0.053
H -0.950475 4.828559 -4.109209 -0.71 -0.27 -0.11 0.348
H -3.749355 -2.029511 1.726551 0.35 -0.58 0.17 0.615
H 3.658155 2.034869 1.746381 0.51 -0.04 0.34 0.313
H 0.813305 2.238319 -0.160739 2.32 -0.68 1.38 0.443
H -3.627845 1.502989 -2.844939 -0.41 0.27 -0.05 0.536
H -1.907125 0.166729 2.159611 -0.23 1.89 2.29 -0.097
H -2.045815 -0.462831 -3.897389 0.57 0.30 0.34 0.387
H 0.630465 -1.519231 0.756541 -0.43 0.08 1.13 0.355
H 0.541825 3.558239 -1.122469 -0.46 0.42 -0.30 0.819
H -0.558385 0.769129 2.981321 -2.93 1.02 0.73 0.022
H 2.842015 -2.689571 1.475291 0.35 0.28 0.31 0.338
H -1.372025 -0.310391 3.627221 -1.12 -0.18 0.82 0.413
H 3.533575 0.852139 -2.222199 -0.28 -0.11 0.06 0.349
H 4.206335 -0.432251 -1.185829 -0.01 0.00 0.07 0.435
H 1.154515 0.115179 -1.724149 0.17 0.35 -0.24 0.480
H 2.272495 -0.034351 4.442471 0.12 -0.61 -0.18 0.539
H 0.825515 -2.153691 -0.734769 -1.37 -0.29 -0.79 0.759
H -3.503375 -3.551861 -2.443829 -0.27 0.57 -1.13 0.305
H -2.038895 1.265389 3.442831 -0.43 -0.22 0.46 0.256
H -3.342915 -2.447891 0.080471 -0.39 0.71 0.09 -0.028
H 2.233365 -3.771831 0.314621 -0.28 -0.61 -0.25 0.396
H 2.937805 -0.127361 2.763781 -0.04 -0.16 0.20 0.270
H 2.153655 -2.090441 -0.011679 0.50 -0.06 0.53 0.452
H 4.454905 1.299619 -0.805179 0.47 -0.08 -0.11 0.443
H 1.903695 -1.160881 -1.251949 0.74 0.46 0.08 0.939
H 2.450675 1.399409 3.547331 0.17 -0.13 -0.16 0.285

***

No. 3
21
Properties=species:S:1:pos:R:3:forces:R:3:mulliken_charge:R:1 method="wB97M-V/def2-TZVPD" orbital_gap_ev=9.933 relative_energy_kj_mol=468.5 energy_ha=-403.39817 e_homo_ev=-9.0 mol_weight_g_mol=119.16 lumo_ev=0.8986
O 1.369463 0.773773 -0.942209 0.11 0.40 0.53 -0.653
O -0.120855 0.685778 1.142126 -1.60 0.87 -1.75 -0.802
N 2.055555 0.409783 0.184762 0.67 -1.83 0.47 -0.089
C -0.662564 0.819801 -0.028836 1.16 -1.50 3.21 1.115
C -1.189773 2.150880 -0.444937 1.26 1.86 1.38 -1.336
C -1.316074 -0.493016 -0.613029 4.24 0.90 1.34 -0.797
C 2.204220 -1.118892 0.140856 -0.80 -0.13 1.59 -0.557
C -1.691491 -1.412605 0.517542 2.79 -2.56 -0.87 -1.014
H 3.032825 0.854419 0.261977 -2.03 -0.48 -0.09 0.283
H -1.494302 2.150817 -1.456541 -0.97 -0.20 -0.98 0.408
H -2.010218 2.424622 0.316670 1.09 -0.35 -1.40 0.296
H 2.579743 -1.487633 -0.808988 0.55 0.42 0.06 0.313
H -0.449406 -0.915465 -1.205506 -1.09 0.30 0.45 0.273
H -2.694709 -1.522870 0.771483 -1.81 0.38 0.42 0.398
H -0.384349 2.976044 -0.454392 -1.10 -1.39 0.60 0.282
H 1.147084 -1.488088 0.169144 0.95 0.35 0.27 0.044
H -1.380223 -2.472465 0.152752 -0.50 1.48 0.93 0.217
H -1.050886 -1.140766 1.383903 -0.70 -0.44 -0.45 0.278
H -2.015811 -0.186320 -1.276445 -2.54 0.55 -1.99 0.590
H 1.319547 0.513429 1.114664 0.95 0.64 -2.14 0.445
H 2.752225 -1.521235 1.075004 -0.65 0.71 -1.58 0.305

***

No. 4
10
Properties=species:S:1:pos:R:3:forces:R:3:mulliken_charge:R:1 method="wB97M-V/def2-TZVPD" orbital_gap_ev=8.011 relative_energy_kj_mol=544.4 energy_ha=-756.46879 e_homo_ev=-9.2 mol_weight_g_mol=121.12 lumo_ev=-1.1822
S -0.528275 0.317411 -0.675755 0.00 -1.07 -3.20 0.390
O 0.738447 1.716233 0.075187 -1.70 2.58 0.37 -0.455
O -2.001662 -0.467112 1.162907 -1.25 -0.86 -0.29 -0.421
O -1.539516 -0.887332 -1.224897 -0.04 0.29 1.50 -0.566
N -1.130990 0.275455 0.913270 0.72 1.52 3.44 0.311
C 1.545640 0.781217 0.193501 4.20 0.98 -0.24 0.260
C 1.014419 -0.390788 -0.094453 -1.68 -1.24 -0.46 -0.681
H 2.660176 1.012574 0.259332 -1.24 -0.48 0.47 0.313
H 1.425035 -1.344337 -0.182842 0.00 -1.44 -0.24 0.454
H -2.183271 -1.013318 -0.426249 1.01 -0.29 -1.34 0.395

***

No. 5
47
Properties=species:S:1:pos:R:3:forces:R:3:mulliken_charge:R:1 method="wB97M-V/def2-TZVPD" orbital_gap_ev=9.940 relative_energy_kj_mol=150.5 energy_ha=-1395.61242 e_homo_ev=-9.3 mol_weight_g_mol=336.46 lumo_ev=0.6508
S -1.962263 -1.776151 -0.280063 0.30 -0.37 -0.21 1.444
O -2.688699 -0.573784 -0.578913 0.11 -0.07 -0.25 -0.687
O -2.273623 -2.473234 0.934784 0.17 -0.15 0.00 -0.779
O 0.288030 3.379580 0.298060 -0.23 0.09 -0.25 -0.695
N 1.720555 2.642224 1.874787 0.18 -0.02 0.22 -0.198
N -0.295648 -1.548936 -0.302569 -1.00 -0.24 0.17 0.143
C -1.663023 -5.036347 -2.616444 -0.02 0.12 0.10 -0.790
C 3.590374 4.153777 2.237282 -0.30 0.08 -0.09 -1.529
C 0.357825 -1.410718 0.978566 0.04 -0.22 0.44 -1.193
C -1.567523 -4.159272 -1.551443 0.02 -0.15 0.03 -0.509
C -2.118935 -2.897800 -1.661958 -0.03 0.45 0.32 -0.117
C 0.533488 1.031453 0.525681 -0.17 -0.17 -0.11 1.167
C -2.305042 -4.657870 -3.792376 -0.01 0.12 -0.01 0.924
C -0.031702 0.836229 -0.851340 -0.03 -0.09 -0.09 -0.545
C -2.428119 -5.617160 -4.935392 -0.06 -0.02 0.02 -1.435
C -2.854022 -3.382509 -3.879817 0.06 -0.11 0.07 -0.726
C 0.818008 2.454956 0.884291 0.26 -0.15 0.33 -0.003
C 2.084017 3.952440 2.378907 -0.01 0.06 0.16 -0.071
C 0.153722 -0.609348 -1.306292 0.01 0.45 -0.38 -1.083
C -2.763388 -2.500704 -2.816804 -0.08 0.17 0.07 -0.224
C 1.711557 5.524766 4.351111 0.03 -0.25 0.02 -1.314
C 0.679607 0.002214 1.357012 0.02 0.11 -0.16 -0.576
C 1.602947 4.097781 3.828674 -0.06 0.25 -0.24 -0.371
H 1.210992 -0.815748 -1.504948 -0.09 -0.04 -0.05 0.472
H 0.439038 1.531300 -1.548034 -0.03 -0.02 0.00 0.503
H -1.237072 -6.025899 -2.538007 0.05 -0.09 0.02 0.362
H 1.286858 -2.000741 0.962941 -0.14 0.03 0.05 0.311
H -0.310326 -1.859082 1.718612 0.26 0.01 0.08 0.524
H 4.129975 3.463374 2.883683 0.10 -0.08 0.09 0.311
H 1.175854 6.208168 3.697066 -0.05 0.13 -0.05 0.318
H 3.865687 5.168959 2.505174 0.11 0.11 0.06 0.433
H 2.157850 1.847712 2.310980 -0.05 -0.04 -0.14 0.310
H 1.551112 4.668922 1.745152 0.08 -0.10 0.11 0.429
H -1.099959 1.067453 -0.820855 0.14 0.10 -0.11 0.291
H -1.614833 -6.338342 -4.928425 0.04 -0.06 -0.05 0.369
H -3.356801 -3.079995 -4.786676 -0.04 0.04 -0.09 0.385
H -2.428901 -5.090458 -5.886488 0.01 -0.02 -0.09 0.376
H -3.188608 -1.510241 -2.861201 -0.06 0.11 -0.07 0.517
H 0.557943 3.782729 3.869068 0.03 -0.07 0.01 0.352
H -0.419781 -0.807454 -2.213547 0.19 0.08 -0.13 0.372
H 2.181406 3.426643 4.469450 -0.02 -0.11 0.01 0.297
H 3.892825 3.977119 1.207961 0.06 0.00 -0.07 0.409
H 1.278446 5.592017 5.346172 -0.01 0.09 0.09 0.385
H -3.366493 -6.166366 -4.855419 -0.04 -0.07 -0.06 0.289
H 1.038286 0.119522 2.370171 0.06 0.12 0.12 0.398
H 2.748569 5.843978 4.411662 0.10 0.11 0.03 0.327
H -1.080212 -4.435157 -0.630234 0.11 -0.13 0.08 0.426

***

No. 6
18
Properties=species:S:1:pos:R:3:forces:R:3:mulliken_charge:R:1 method="wB97M-V/def2-TZVPD" orbital_gap_ev=10.088 relative_energy_kj_mol=326.4 energy_ha=-418.33663 e_homo_ev=-9.7 mol_weight_g_mol=118.14 lumo_ev=0.3944
O 3.831186 -1.445990 -0.047961 1.01 -2.32 -0.07 -0.623
O -3.877892 -0.476278 1.171532 -1.52 0.86 2.31 -0.553
N -3.329066 -1.278653 -0.750394 2.00 -3.92 -1.43 -0.553
N 4.228280 0.651474 -0.158433 2.25 7.37 -1.98 -0.440
C -3.522397 -0.180421 0.078227 2.91 -0.81 -1.17 0.579
C 3.462116 -0.315879 0.128111 -4.42 -2.74 0.97 0.575
C 2.041340 -0.195490 0.694490 2.38 1.11 2.96 -0.896
C -2.908171 1.109353 -0.356479 -1.63 3.72 0.61 -0.636
H -3.292696 1.353201 -1.463543 1.36 -0.21 2.53 0.275
H -3.267252 -2.074096 -0.065647 -0.73 0.91 -1.09 0.262
H -3.199425 2.058259 0.495295 0.48 -2.93 -2.86 0.232
H 5.141485 0.281603 -0.529127 -1.28 1.31 0.26 0.266
H -1.805126 1.034064 -0.199146 -0.84 -0.12 -0.76 0.114
H 1.596530 -1.097929 0.421158 -1.27 -1.00 -0.56 0.278
H 1.508930 0.723706 0.625438 -0.59 0.61 -0.85 0.317
H 3.801612 1.714667 -0.359478 2.01 -4.09 0.78 0.277
H 2.191364 -0.240938 1.836718 -0.10 -0.23 -1.49 0.244
H -2.600822 -1.620651 -1.520766 -2.02 2.49 1.87 0.282